No. 1
ORCA calculation (the ωB97M-V functional and the def2-TZVPD basis) on a structure of composition C30H46N5O2RhSi2.

```
! wB97M-V def2-TZVPD RIJCOSX def2/J DEFGRID3
* xyz 0 5
Rh -0.4244 0.5723 0.1547
C -1.6906 -3.6444 1.2527
C -0.7426 -2.5064 0.9719
O -1.0092 -1.7202 0.0571
C 0.4465 -2.4347 1.7859
C 1.4849 -1.5488 1.6577
C 2.7149 -1.7267 2.4956
N 1.4362 -0.5017 0.7788
N 2.6137 0.0703 0.5888
C 2.5042 1.2349 -0.1021
O 1.4246 1.7861 -0.3885
C 3.7813 1.8831 -0.5081
C 3.7248 2.9860 -1.3553
C 4.8911 3.6174 -1.7578
C 6.1200 3.1541 -1.3072
C 6.1799 2.0582 -0.4554
C 5.0152 1.4208 -0.0577
H -2.6189 -3.4918 0.7082
H -1.8919 -3.7236 2.3219
H -1.2387 -4.5863 0.9329
H 0.5481 -3.1972 2.5471
H 2.5432 -2.4852 3.2561
H 2.9964 -0.7841 2.9645
H 3.5555 -2.0280 1.8691
H 2.7582 3.3448 -1.6834
H 4.8418 4.4730 -2.4189
H 7.0316 3.6486 -1.6177
H 7.1376 1.7009 -0.0995
H 5.0470 0.5654 0.6028
C 0.8966 4.6677 1.2441
Si -0.8108 4.2776 0.5925
C -0.7717 4.5703 -1.2616
C -1.9355 5.6164 1.3086
C -1.3640 2.5582 1.0199
C -2.6395 2.0633 0.5124
C -3.7142 2.8428 0.0241
C -4.8500 2.2275 -0.4456
C -4.9450 0.8327 -0.4543
C -3.8545 0.1252 -0.0003
N -2.7499 0.7122 0.4624
Si -0.9556 1.9802 2.7561
C -1.6922 3.1950 3.9990
C 0.8858 1.9297 3.1566
C -1.7046 0.3349 3.2572
H 1.1761 5.6729 0.9143
H 1.6422 3.9635 0.8765
H 0.9243 4.6636 2.3350
H -0.5401 5.6253 -1.4356
H -1.7231 4.3594 -1.7554
H 0.0072 3.9733 -1.7426
H -1.7627 6.5700 0.8011
H -1.7193 5.7659 2.3678
H -2.9990 5.3845 1.2296
H -3.6415 3.9208 0.0361
H -5.6767 2.8282 -0.8062
H -5.8282 0.3229 -0.8118
H -3.8398 -0.9600 -0.0126
H -1.1753 4.1565 3.9613
H -1.6016 2.8134 5.0207
H -2.7515 3.3759 3.7969
H 1.1707 2.8395 3.6882
H 1.5334 1.8389 2.2861
H 1.0896 1.0832 3.8195
H -2.7927 0.3790 3.1801
H -1.4333 0.1709 4.3045
H -1.3652 -0.5257 2.6795
C -0.9591 -0.8845 -2.6770
C -1.2357 -0.9117 -4.2014
N -1.0693 0.4183 -4.7865
C 0.2779 0.8996 -4.4868
C 0.5021 0.9891 -2.9563
N -0.6945 0.5017 -2.2356
C -1.8530 1.3361 -2.6216
C -2.0263 1.3318 -4.1614
H -0.0895 -1.4850 -2.4081
H -1.8021 -1.2642 -2.1042
H -2.2545 -1.2456 -4.4066
H -0.5566 -1.5991 -4.7089
H 0.3979 1.8794 -4.9521
H 0.9986 0.2242 -4.9511
H 0.7014 2.0061 -2.6283
H 1.3464 0.3744 -2.6417
H -1.6856 2.3375 -2.2335
H -2.7344 0.9249 -2.1328
H -1.8618 2.3279 -4.5765
H -3.0361 1.0219 -4.4366
*
```

Energy relative to the best compared isomer or geometry (same formula, charge and spin), kcal per mole: 0.0
LUMO (spin up / spin down), eV: 0.41 / -1.34
Kohn-Sham gap (spin up / spin down), eV: 7.04 / 6.16

No. 2
ORCA calculation (the ωB97M-V functional and the def2-TZVPD basis) on a cluster of 5 separate species, C30H46O10 in total.

```
! wB97M-V def2-TZVPD RIJCOSX def2/J DEFGRID3
* xyz 0 1
C -1.7343 7.8519 -4.3011
C -3.2111 7.4342 -4.5389
C -4.0660 8.6923 -4.2012
C -3.6615 6.1924 -3.6747
C -2.5794 5.7902 -2.6670
C -1.5991 4.8584 -2.9872
C -0.6186 4.5625 -2.0507
C -0.6284 5.2080 -0.8317
C -1.6288 6.1251 -0.5069
C -2.6157 6.4307 -1.4311
C -1.6511 6.8217 0.8344
O -2.6251 7.4327 1.2283
C -0.3724 6.7432 1.6339
C 0.5951 5.8821 1.3227
C 0.4591 4.9181 0.1756
O 1.2058 3.9632 0.0372
H -1.0239 7.0624 -4.5643
H -1.5763 8.2447 -3.2887
H -1.5444 8.7068 -4.9699
H -3.3019 7.1565 -5.5972
H -4.0735 8.7776 -3.1064
H -5.0645 8.6575 -4.6447
H -3.4934 9.5544 -4.5684
H -3.8793 5.3178 -4.3030
H -4.5731 6.4138 -3.1042
H -1.6468 4.4152 -3.9808
H 0.1620 3.8490 -2.3061
H -3.4070 7.1483 -1.2272
H -0.2610 7.4397 2.4650
H 1.5087 5.8829 1.9177
C 0.4242 1.3342 2.6134
C -0.1901 1.0916 1.2512
O -0.4245 -0.3068 1.0207
C -1.5213 -0.9586 1.4238
C -2.4473 -0.3024 2.4178
O -1.7093 -2.0857 1.0409
H -0.2417 1.0183 3.4174
H 0.6473 2.3944 2.7446
H 1.3445 0.7626 2.7224
H -1.1037 1.6694 1.0955
H 0.5100 1.4060 0.4785
H -2.1621 -0.6111 3.4229
H -3.4617 -0.6400 2.2150
H -2.4599 0.7832 2.3597
C 5.5798 -2.2282 0.5497
C 4.7739 -3.1633 1.4297
O 4.0833 -2.4289 2.4587
C 2.8879 -1.8524 2.2827
C 2.3376 -1.7025 0.8849
O 2.3040 -1.4002 3.2358
H 4.9381 -1.5169 0.0270
H 6.1438 -2.7909 -0.1893
H 6.2747 -1.6454 1.1570
H 4.0825 -3.7816 0.8660
H 5.4424 -3.8435 1.9478
H 2.6177 -0.7240 0.4945
H 1.2565 -1.7697 0.9315
H 2.6692 -2.4786 0.1985
C -4.3361 -3.4520 1.1615
C -4.9828 -4.6948 1.7343
O -6.3941 -4.7291 1.4793
C -6.9338 -5.2041 0.3443
C -6.0394 -5.4590 -0.8462
O -8.1236 -5.3513 0.2716
H -4.4306 -3.4149 0.0753
H -3.2771 -3.4140 1.4138
H -4.8234 -2.5581 1.5547
H -4.5046 -5.6113 1.3839
H -4.8820 -4.6888 2.8192
H -6.0340 -4.5736 -1.4806
H -6.4493 -6.2969 -1.4065
H -5.0180 -5.7250 -0.5842
C 7.4343 -8.4625 1.9458
C 5.9991 -7.9830 1.8826
O 5.9187 -6.6238 1.4394
C 5.8981 -6.2588 0.1475
C 6.2559 -7.2694 -0.9143
O 5.6634 -5.1126 -0.1320
H 7.9049 -8.4534 0.9621
H 7.4810 -9.4778 2.3408
H 8.0231 -7.8074 2.5885
H 5.3692 -8.6291 1.2691
H 5.5690 -7.9912 2.8831
H 7.3188 -7.1858 -1.1380
H 5.6838 -7.0388 -1.8106
H 6.0196 -8.2963 -0.6461
*
```

SMILES: CC(C)Cc1ccc2c(c1)C(=O)C=CC2=O.CCOC(C)=O.CCOC(C)=O.CCOC(C)=O.CCOC(C)=O
LUMO, eV: -1.25
Kohn-Sham gap, eV: 8.42

No. 3
ORCA calculation (the ωB97M-V functional and the def2-TZVPD basis) on a structure of composition C30H46O23Rb2.

```
! wB97M-V def2-TZVPD RIJCOSX def2/J DEFGRID3
* xyz -1 2
Rb 3.9269 3.7945 0.0367
Rb 4.1395 -0.9678 0.7056
O 2.6022 1.2847 -0.5345
C 1.4009 1.4023 0.2114
C 0.6222 0.0259 0.6682
O 1.1506 -0.9219 1.5916
H 0.7050 2.0421 -0.3314
H 1.5720 2.0743 1.0524
H 0.1857 -0.4736 -0.1967
H -0.2964 0.4494 1.0743
C 0.5824 -3.7232 -1.4512
C 0.2250 -2.5677 -2.4087
C 1.4462 -1.9423 -3.0887
O 0.8901 -1.6412 -4.3664
C -0.1850 -2.3309 -4.5995
O -0.7766 -2.3390 -5.6786
O -0.4800 -3.0781 -3.5344
H 1.0950 -4.4935 -2.0274
H -0.3052 -4.1258 -0.9631
H 1.1990 -3.4590 -0.5920
H -0.3229 -1.7643 -1.9161
H 2.3155 -2.5979 -3.0388
H 1.6875 -1.0102 -2.5777
C -2.9547 -1.1634 -1.0045
C -2.2458 -2.1555 -0.0591
C -2.5576 -1.8911 1.3754
O -3.0279 -3.1667 1.7529
C -3.1291 -4.0823 0.7907
O -3.5224 -5.2221 0.8118
O -2.7573 -3.4492 -0.3843
H -2.9536 -1.5169 -2.0356
H -2.5521 -0.1575 -0.8861
H -4.0034 -1.0648 -0.7239
H -1.1638 -2.1268 -0.1880
H -3.3467 -1.1401 1.4152
H -1.6320 -1.6100 1.8776
C 0.1815 -4.5118 2.0400
C 1.4432 -4.1525 2.8564
C 1.2262 -3.3318 4.0723
O 1.8306 -4.1300 5.0150
C 2.2847 -5.2692 4.5819
O 3.0614 -5.8939 5.3035
O 2.0563 -5.3527 3.2683
H -0.6304 -4.8885 2.6621
H 0.2562 -5.2810 1.2713
H -0.1846 -3.6065 1.5558
H 2.1524 -3.5544 2.2842
H 0.1812 -3.3129 4.3819
H 1.6929 -2.3560 3.9377
C -2.0447 0.5698 3.8915
C -0.6534 0.1322 4.3072
C 0.4303 1.2447 4.2105
O 0.9185 1.3314 5.5504
C 0.1520 0.6353 6.3595
O 0.3077 0.6443 7.5916
O -0.6966 -0.1494 5.7107
H -2.3641 1.4871 4.3861
H -2.7970 -0.1692 4.1672
H -1.9679 0.6993 2.8120
H -0.3017 -0.7410 3.7577
H 0.1711 2.2780 3.9801
H 1.2348 0.8428 3.5946
C -0.9248 5.4798 0.7179
C -1.3119 4.1034 1.3954
C -2.0252 4.1886 2.7040
O -2.9581 3.2265 2.6396
C -3.2468 2.8949 1.3768
O -4.0868 2.1815 0.9508
O -2.2498 3.4426 0.6347
H -0.0693 5.9181 1.2318
H -1.7034 6.2051 0.9539
H -0.7871 5.3592 -0.3566
H -0.4365 3.4553 1.4356
H -2.3743 5.2131 2.8329
H -1.3661 3.9418 3.5363
C -1.7413 0.8469 -3.5619
C -1.6060 2.0488 -2.5950
C -0.5785 3.1359 -2.8744
O -1.3478 4.3214 -2.9506
C -2.6500 4.0213 -2.8436
O -3.5562 4.8534 -2.9878
O -2.8234 2.7070 -2.6972
H -2.6680 0.2848 -3.4455
H -0.9707 0.0794 -3.4906
H -1.7948 1.1335 -4.6122
H -1.4812 1.6901 -1.5732
H -0.0746 2.9424 -3.8214
H 0.1962 3.1487 -2.1078
C 4.7121 0.1597 -3.3788
C 3.5843 0.6127 -4.3395
C 2.9794 1.8359 -3.7437
O 2.8805 2.7074 -4.8492
C 3.6074 2.2313 -5.8774
O 3.7591 2.8486 -6.9026
O 4.0802 0.9762 -5.5981
H 4.3302 -0.1548 -2.4075
H 5.4093 0.9824 -3.2196
H 5.2938 -0.6629 -3.7947
H 2.8352 -0.1765 -4.4034
H 3.6623 2.2357 -2.9940
H 2.0285 1.5263 -3.3102
*
```

LUMO (spin up / spin down), eV: 0.74 / 0.77
Kohn-Sham gap (spin up / spin down), eV: 2.64 / 6.35

Values for molar mass, g mol⁻¹, ordered as above
667.81, 566.69, 945.61